# 1
This record from the OMol25 dataset describes a cluster of 2 separate species, C16H32NO7S2 in total. The level of theory is the ωB97M-V functional and the def2-TZVPD basis.

XYZ file:
```
58
Properties=species:S:1:pos:R:3:forces:R:3
H -4.378 -0.282 2.699 -0.1 -0.1 0.5
H 2.295 -3.393 -4.993 0.0 0.1 0.1
C 0.755 -1.906 1.344 -0.2 0.0 0.2
H 0.471 -2.282 0.375 -0.2 -0.3 -0.6
H 1.559 -0.119 -2.001 -0.1 -0.5 0.1
H 2.652 -1.835 -4.216 0.0 0.0 0.1
C -1.699 3.445 1.089 -2.8 1.8 -0.9
C 3.075 1.361 -0.185 0.0 0.4 0.0
O 2.115 -2.714 -1.691 -0.1 0.1 0.1
C 1.892 -0.925 1.155 -0.7 0.4 -0.2
H -2.896 1.388 3.182 0.1 -0.3 0.4
O 1.058 -2.978 2.205 0.0 -0.2 0.2
C -3.201 0.976 -0.785 4.7 1.0 -0.3
H -0.103 -1.401 1.765 -0.4 0.2 0.4
H 1.066 0.526 2.444 -0.3 0.3 0.5
H -4.414 0.659 -2.493 -0.4 0.4 -0.3
C -0.272 3.652 0.700 -0.1 -0.1 0.1
H -0.022 2.922 -0.056 0.2 -0.5 -0.2
C -4.075 0.097 -1.643 0.9 -0.6 0.4
H 3.388 1.139 1.858 0.3 -0.1 0.4
C 2.641 -2.917 -4.058 -0.2 -0.1 -0.1
C 1.429 0.503 1.432 0.4 -0.6 0.1
H 1.465 1.345 -2.997 -0.4 0.2 -0.3
S 0.834 3.465 2.130 0.4 0.0 0.3
H 0.631 0.702 0.741 -0.6 0.4 -0.2
H -2.624 -1.724 -1.224 0.2 -0.1 0.4
H 2.907 -3.858 2.127 0.5 0.0 0.2
C 1.972 -3.879 1.590 -0.2 0.2 0.2
H -0.187 4.629 0.267 0.0 0.5 -0.2
N 2.312 2.898 1.550 -0.5 -0.3 0.0
S -3.234 -1.339 -2.334 0.0 -0.1 -0.6
H 1.558 -4.874 1.646 -0.1 -0.5 0.0
H 2.147 -3.624 0.554 0.1 0.1 -0.5
H 2.164 -1.002 0.115 0.6 -0.3 -0.3
C -4.149 -0.126 1.658 0.1 0.1 0.1
H 2.627 3.490 0.802 0.3 0.2 -0.1
O -1.848 2.300 1.778 0.1 0.5 -0.2
C 2.569 1.461 1.229 -0.2 0.5 -0.1
C -3.102 2.052 2.362 -0.2 -0.1 -0.2
C 1.729 -3.273 -2.857 0.1 -0.1 -0.1
H -4.941 -0.597 1.107 -0.3 -0.3 -0.4
H -5.081 1.748 1.703 -0.5 0.3 0.0
O 2.045 1.681 -1.085 -0.1 0.2 -0.2
H 2.704 -1.189 1.811 0.5 -0.2 0.2
O -2.646 4.223 0.797 2.9 -2.3 1.2
O -3.945 1.746 0.072 0.3 -0.3 -0.7
H 3.013 0.652 -2.596 0.5 -0.1 -0.2
C -4.114 1.362 1.430 0.3 0.1 0.3
C 2.016 0.833 -2.229 -0.1 0.2 0.3
H -3.199 -0.602 1.470 0.4 -0.2 -0.2
H 3.465 0.373 -0.360 0.1 -0.4 -0.1
H 3.664 -3.251 -3.868 0.0 0.1 0.1
O -1.944 1.097 -0.899 -5.2 -0.6 0.6
H 1.690 -4.401 -2.846 0.1 0.1 0.1
H 0.691 -2.996 -3.194 0.0 0.1 0.1
H -3.527 2.952 2.772 -0.1 0.6 -0.1
H 3.901 2.058 -0.302 0.4 0.3 -0.2
H -4.900 -0.247 -1.048 -0.6 0.2 0.1
```
Forces are in eV/Å.

The calculation puts the calculated total energy at -54601.8325 eV. The spin multiplicity is 1. Its charge is -1. For the HOMO energy, the calculation gives -3.058 eV.

=====

# 2
This record from the OMol25 dataset describes an isolated molecule of C3H6BNO2. The level of theory is the ωB97M-V functional and the def2-TZVPD basis.

XYZ file:
```
13
Properties=species:S:1:pos:R:3:forces:R:3
H -2.375 -1.067 1.125 0.8 0.3 -0.4
C 1.621 1.374 0.095 -1.6 1.8 0.9
C -2.035 -0.938 0.076 -0.8 -0.2 -1.3
H 3.497 -1.079 0.277 -1.0 1.0 -0.3
H -1.855 -2.036 -0.356 -0.5 2.7 0.6
O 0.323 -0.736 -0.024 1.6 -1.4 0.0
B 1.560 -0.100 0.036 0.9 -1.9 -0.2
H 1.283 1.903 0.982 0.2 -0.1 0.1
H 1.850 2.052 -0.684 0.5 0.3 -0.8
N -0.843 1.202 -0.206 0.6 1.9 -0.3
O 2.577 -1.004 -0.026 0.3 -0.9 0.1
C -0.780 -0.025 -0.114 -2.0 -2.0 1.2
H -2.879 -0.334 -0.404 0.9 -1.4 0.3
```
Forces are in eV/Å.

The calculation puts the calculated total energy at -9468.4853 eV. The spin multiplicity is 1. For the HOMO energy (spin up / spin down), the calculation gives -9.758 / -8.918 eV. The value obtained for the energy above the lowest of the compared OMol25 structures with the same formula, charge and spin is 79.0 kcal per mole.

=====

# 3
This record from the OMol25 dataset describes a cluster of 2 separate species, C5H15N2O in total. The level of theory is the ωB97M-V functional and the def2-TZVPD basis.

XYZ file:
```
23
Properties=species:S:1:pos:R:3:forces:R:3
C -1.673 0.743 2.315 -0.4 1.3 -0.2
C -1.571 -0.549 0.144 0.5 -1.0 1.1
C -0.288 -1.424 0.019 -1.2 -0.9 -0.5
N 0.489 0.222 -1.765 -0.5 -0.3 0.0
H -1.429 1.890 3.975 0.1 0.5 0.3
H -0.927 1.525 0.526 -0.1 0.2 0.2
C -1.379 0.659 1.013 0.1 -0.1 -0.8
H 1.458 -1.547 -1.256 0.1 -0.1 0.2
C 0.882 -0.816 -0.696 0.9 1.1 -0.8
H -1.398 2.761 2.437 0.2 -0.1 0.7
H 1.200 0.371 -2.474 0.5 -0.3 0.0
H -2.364 -1.168 0.575 0.3 -0.1 0.2
O 3.723 -0.660 -2.799 -0.1 -0.8 1.5
H -0.634 -2.318 -0.523 0.3 0.1 -0.3
N -1.618 1.949 2.999 -0.2 -1.0 -0.9
H 0.292 1.140 -1.363 -0.3 -0.2 0.1
H 4.447 -1.060 -2.278 -0.7 0.2 -0.2
H 4.192 -0.245 -3.497 0.6 0.7 -1.2
H 0.100 -1.879 0.932 -0.2 0.6 0.4
H -2.131 -0.046 2.897 0.2 -0.3 -0.1
H 1.563 -0.217 -0.097 0.0 -0.4 0.5
H -1.970 -0.430 -0.866 0.1 0.8 0.0
H -0.341 -0.120 -2.243 -0.3 0.2 -0.1
```
Forces are in eV/Å.

The calculation puts the calculated total energy at -10449.0380 eV. The spin multiplicity is 1. Its charge is +1. For the HOMO energy, the calculation gives -11.220 eV. The value obtained for the energy above the lowest of the compared OMol25 structures with the same formula, charge and spin is 35.1 kcal per mole.

=====

> Which value of spin multiplicity does entry 3 give?

1

=====

> Which value of calculated total energy does entry 2 give?

-9468.4853 eV

=====

Repeat the second record exactly.
This record from the OMol25 dataset describes an isolated molecule of C3H6BNO2. The level of theory is the ωB97M-V functional and the def2-TZVPD basis.

XYZ file:
```
13
Properties=species:S:1:pos:R:3:forces:R:3
H -2.375 -1.067 1.125 0.8 0.3 -0.4
C 1.621 1.374 0.095 -1.6 1.8 0.9
C -2.035 -0.938 0.076 -0.8 -0.2 -1.3
H 3.497 -1.079 0.277 -1.0 1.0 -0.3
H -1.855 -2.036 -0.356 -0.5 2.7 0.6
O 0.323 -0.736 -0.024 1.6 -1.4 0.0
B 1.560 -0.100 0.036 0.9 -1.9 -0.2
H 1.283 1.903 0.982 0.2 -0.1 0.1
H 1.850 2.052 -0.684 0.5 0.3 -0.8
N -0.843 1.202 -0.206 0.6 1.9 -0.3
O 2.577 -1.004 -0.026 0.3 -0.9 0.1
C -0.780 -0.025 -0.114 -2.0 -2.0 1.2
H -2.879 -0.334 -0.404 0.9 -1.4 0.3
```
Forces are in eV/Å.

The calculation puts the calculated total energy at -9468.4853 eV. The spin multiplicity is 1. For the HOMO energy (spin up / spin down), the calculation gives -9.758 / -8.918 eV. The value obtained for the energy above the lowest of the compared OMol25 structures with the same formula, charge and spin is 79.0 kcal per mole.

=====

> Which formula does entry 3 have?

C5H15N2O